DFT (ωB97M-V/def2-TZVPD) results for C42H61BN3O4Re as an isolated structure in a non-equilibrium geometry.

Geometry as XYZ:
```
112
Properties=species:S:1:pos:R:3:forces:R:3
Re -0.00762 1.37992 -0.13391 -0.2 0.9 0.4
O 2.24875 1.94300 -0.12072 0.2 0.0 -0.1
O 0.62898 2.30272 1.84462 0.1 -0.2 0.0
O 0.11419 3.85789 -0.31162 0.0 0.0 0.1
O 0.80051 2.34117 -2.41301 0.2 -0.1 -0.2
N 1.43916 -1.50601 0.42948 0.1 0.0 0.0
N -0.77231 -1.65061 0.96424 0.1 0.0 0.1
N -1.53952 1.19337 -0.81646 -0.4 -1.0 -0.5
C -3.21289 -3.07137 -2.20452 0.0 0.0 0.0
C -4.15765 -0.99006 2.39903 0.0 0.0 0.0
C -3.01668 -2.25645 0.21153 0.0 0.1 0.0
C -2.21232 1.03327 3.63645 0.0 0.1 0.1
C 0.98443 -2.64933 -2.21484 0.0 0.0 0.0
C 1.95711 1.92145 2.21315 0.1 0.0 0.1
C -2.76254 -1.02248 2.30605 0.1 -0.1 0.0
C 3.09661 -1.28525 -1.39719 0.0 0.0 0.1
C -2.19645 -1.59654 1.15474 0.0 0.0 0.1
C 2.76447 -1.20757 -0.03030 0.0 -0.1 0.0
C 4.08641 -2.62585 2.72467 0.0 0.0 0.0
C -5.15445 1.35651 -1.42363 0.0 0.0 0.0
C 2.20900 2.19852 -2.51811 -0.1 0.0 -0.1
C -2.78282 1.04018 -1.44024 0.2 0.4 0.2
C 3.76912 -0.92506 0.92925 0.0 0.0 -0.1
C -0.59845 -0.86956 3.82495 0.0 -0.1 0.0
C -0.13134 -2.85425 1.26459 -0.2 0.1 0.1
C -4.08973 0.31605 -3.30685 0.0 0.0 0.0
C -3.92799 1.53859 -0.80008 0.0 0.0 -0.1
C 1.16804 -2.76916 0.96925 0.2 0.0 -0.1
C 2.31370 -1.97286 -2.53056 0.0 0.0 0.1
C -2.83969 0.45995 -2.71658 -0.1 0.0 0.0
C 0.52829 4.54501 0.85862 0.0 0.0 0.0
C 4.32556 -0.24812 3.34719 0.0 0.0 0.0
C 2.12533 -1.08616 -3.76466 0.0 0.0 -0.1
C 5.02336 -0.51584 0.49514 0.0 0.0 0.0
C 5.31788 -0.44083 -0.85705 0.0 0.0 0.0
C 0.21442 3.60766 -2.66603 0.0 -0.1 0.0
C 2.90810 2.28695 1.10633 0.0 0.0 -0.1
C 4.37784 -0.86383 -1.77438 0.0 0.0 0.0
C -1.61073 0.00692 -3.44757 0.0 0.0 -0.1
C -5.23892 0.74067 -2.66136 -0.1 0.0 0.0
C -2.44927 -3.15005 -0.87767 0.0 0.0 0.0
C -4.97173 -1.52877 1.42538 0.0 0.0 0.0
C -2.46085 -4.61210 -0.40737 0.0 0.0 0.0
C 0.23202 3.66328 2.05045 0.0 0.0 0.1
C -2.05086 -0.48330 3.55489 0.0 0.0 -0.1
C 3.57855 -1.20823 2.41251 0.0 0.0 0.0
C -3.86706 2.28486 0.50062 0.0 0.0 0.0
C 2.93779 2.52639 -1.24093 0.0 0.0 0.2
C 0.41082 4.56521 -1.51227 0.0 0.0 0.0
C -4.39534 -2.18404 0.34979 -0.1 0.0 -0.1
B 0.20522 -0.71110 0.40998 0.0 -0.3 0.1
H -1.41539 -2.86166 -1.05621 0.0 0.0 0.0
H -0.71228 0.40707 -2.99336 0.1 0.0 0.0
H 1.92380 -3.53205 1.05145 0.0 0.1 0.0
H -0.83883 3.62979 2.23581 -0.1 -0.1 0.0
H -4.15579 -0.13716 -4.29002 0.0 0.0 0.0
H -3.49242 -4.95209 -0.28198 0.0 0.0 0.0
H -2.84569 2.52496 0.78561 0.0 0.0 0.0
H -4.30777 1.69084 1.30113 0.0 0.0 0.0
H -0.42724 -1.94180 3.74043 0.0 0.0 0.0
H 5.39758 -0.45627 3.35198 0.0 0.0 0.0
H -2.62230 -0.90678 4.38664 0.0 0.0 0.0
H -0.84684 3.40264 -2.80125 0.0 0.0 0.0
H -3.52785 -2.05721 -2.43577 0.0 0.0 0.0
H 2.37574 1.15256 -2.74975 0.0 0.0 0.0
H 3.01562 3.60053 -1.05646 0.0 0.0 0.0
H -4.43460 3.21422 0.42226 0.0 0.0 0.0
H 3.97178 -0.38252 4.37107 0.0 0.0 0.0
H -4.10970 -3.69702 -2.18393 0.0 0.0 0.0
H 6.30304 -0.13305 -1.18695 0.0 0.0 0.0
H 0.72751 4.05088 2.94144 0.0 0.0 0.0
H 1.59164 4.79205 0.78120 0.0 0.0 0.0
H -6.05129 1.72237 -0.93616 0.0 0.0 0.0
H 1.06451 -3.39953 -1.43050 0.0 0.0 0.0
H 1.35339 -0.33688 -3.58352 -0.1 0.0 0.0
H 3.64241 -3.38268 2.08117 0.0 0.0 0.0
H 5.79460 -0.28905 1.22336 0.0 0.0 -0.1
H 0.63261 -3.15198 -3.12033 0.0 0.0 0.0
H -1.76270 1.48567 2.75529 0.1 0.1 -0.1
H 2.24455 2.38289 3.15842 0.0 0.0 0.0
H 5.16901 -2.66694 2.58002 0.0 0.0 0.0
H -1.95187 -4.75294 0.54539 0.0 0.0 -0.1
H 2.99822 -2.77295 -2.83141 0.0 0.0 0.0
H -0.25883 5.42234 -1.62016 0.0 0.0 0.0
H 3.87164 -2.88971 3.76257 0.0 0.0 0.0
H -0.66366 -3.68456 1.69958 0.0 0.1 0.0
H 0.60982 4.03858 -3.58879 0.0 0.0 0.0
H 2.61133 2.80705 -3.33377 0.0 0.0 0.0
H -5.02880 -2.66788 -0.38598 0.0 0.0 0.1
H 3.13552 3.35500 1.09359 0.0 0.1 0.0
H -6.05011 -1.48580 1.52741 0.1 0.0 0.0
H -4.60729 -0.55601 3.28782 0.0 0.0 -0.1
H 0.08889 -0.36866 3.14392 0.0 0.0 -0.1
H -1.65317 0.32830 -4.49029 0.0 0.0 0.0
H 1.79190 -1.69723 -4.60579 0.0 0.0 0.0
H -0.34549 -0.56916 4.84621 0.0 0.0 -0.1
H -0.02493 5.48213 0.96624 0.0 0.0 0.0
H 3.04236 -0.58082 -4.07463 -0.1 0.0 0.0
H -3.26163 1.32974 3.66940 0.0 0.0 0.0
H -2.58716 -3.43942 -3.02180 0.0 0.0 0.0
H 4.65809 -0.92497 -2.82057 0.0 0.0 0.1
H 1.43653 4.94278 -1.46895 0.0 0.0 0.0
H 3.83936 1.72855 1.18493 0.0 0.0 0.0
H 0.22659 -1.92389 -1.92021 0.0 0.0 0.0
H -1.53005 -1.08292 -3.44358 0.0 0.0 0.0
H 2.51216 -1.17468 2.64048 -0.1 0.0 0.0
H 1.91504 0.84303 2.34092 0.0 -0.1 0.0
H 3.94455 2.10655 -1.29231 0.0 0.0 0.0
H 4.20708 0.80465 3.09021 0.0 0.0 0.0
H -1.71770 1.42962 4.52916 0.0 0.0 -0.1
H -6.20339 0.61230 -3.13693 0.0 0.0 0.0
H -1.98059 -5.25564 -1.14883 0.0 0.0 0.0
```
Positions in Å, forces in eV/Å.

Calculated values
F_max	1.20	eV Å⁻¹
net charge	+1
2S+1	2
highest occupied orbital energy (spin up / spin down)	-9.444 / -9.284	eV
HOMO-LUMO gap (spin up / spin down)	0.25882 / 0.26214	hartree

---

DFT (ωB97M-V/def2-TZVPD) results for a 6-piece molecular cluster, C42H61ClF13N3O6P2S overall in a non-equilibrium geometry.

Geometry as XYZ:
```
129
Properties=species:S:1:pos:R:3:forces:R:3
Cl 6.45066 3.35859 4.59208 -0.6 0.0 -0.4
S 2.60048 -3.00817 -0.76397 -3.6 -0.5 -0.3
P -2.41653 2.91162 -0.69863 -0.5 1.3 -0.6
P -0.92208 0.87382 -2.95003 -0.5 1.1 -0.6
F 7.08691 -0.86548 1.21556 -1.0 -0.5 -0.5
F 3.35011 -3.21152 -2.16480 0.2 0.6 1.1
F 3.88387 -3.10994 1.53548 0.9 0.7 -1.3
F 4.90897 -0.54747 1.16532 0.3 -1.0 -0.7
F 6.38881 -3.54267 0.73927 -1.0 0.7 -0.3
F 2.94153 -1.44450 -0.65378 0.6 -1.1 -0.3
F 5.41622 -1.33556 -1.89356 -0.5 -0.5 1.4
F 7.30438 -1.91900 -1.06719 -0.9 -0.1 0.5
F 1.71382 -2.87702 0.59529 0.8 -0.1 -1.0
F 5.88508 -4.05204 -1.29118 -1.2 1.0 0.5
F 1.26933 -2.59362 -1.58404 1.1 -0.2 0.4
F 4.06053 -4.87219 0.36781 0.4 1.0 -0.6
F 2.09865 -4.55431 -0.87032 0.5 1.3 0.0
O 7.90140 -8.60615 -0.42068 -0.2 0.2 0.1
O 4.25251 2.01369 4.06081 0.7 0.4 -0.1
O -5.79917 -0.46826 -1.93348 -0.1 -0.2 -0.1
O -6.18848 4.54058 -0.68870 -0.2 0.0 0.0
O -10.10408 6.68776 -3.72419 -0.4 0.2 -0.2
O 8.29327 -9.01891 6.82403 -0.1 0.1 -0.2
N -1.84520 1.86828 -3.76137 0.4 -0.6 0.0
N 1.35052 1.42513 -1.55742 -1.3 0.7 0.7
N 0.07667 3.28276 0.38300 0.9 -2.1 -2.3
C 3.46642 1.73428 -0.43782 0.3 0.6 0.8
C -0.56640 2.62487 -0.59320 -1.7 -0.5 0.7
C 4.55311 3.89285 2.53667 0.6 0.2 -0.2
C 6.01487 -0.63798 0.36595 0.7 2.5 0.6
C 2.27183 3.57475 1.37383 0.9 -0.1 -0.1
C 6.93640 -7.88967 5.24703 -0.2 0.3 0.1
C 8.11584 -7.20269 -0.22555 0.2 -0.1 0.1
C -5.08040 -1.64766 -2.31210 0.2 0.2 -0.1
C -8.49513 5.07139 -0.58165 -0.1 0.2 0.2
C -11.82987 7.83929 -4.87122 -0.1 -0.1 -0.3
C 0.05201 1.71028 -1.58232 0.9 -0.1 0.7
C 9.15030 -8.45804 5.82175 0.1 0.1 0.2
C 6.18556 -7.79100 0.99388 0.0 -0.1 0.3
C -3.31836 1.26420 -0.59109 0.6 -0.5 -0.3
C -7.11466 -0.52023 -2.49805 -0.1 0.1 0.2
C 8.27968 -8.18231 4.60712 0.1 -0.2 -0.2
C 1.67169 4.58932 2.39844 0.2 -1.1 0.9
C 6.92867 -8.85352 6.42075 0.0 -0.3 0.0
C 6.64258 -8.97308 0.15589 0.0 -0.1 -0.2
C -2.92340 3.80484 0.87624 0.3 -2.0 0.8
C -11.36158 6.17647 -3.26551 0.1 -0.2 -0.1
C 1.57688 3.26626 4.78662 -0.2 0.0 -0.5
C -10.34115 7.82164 -4.56874 0.2 0.1 0.1
C -6.09613 -2.60761 -2.90786 -0.1 -0.2 0.2
C 4.29896 2.30393 0.54272 -1.9 0.1 -0.3
C 6.79367 -6.61980 0.24339 -0.1 0.0 -0.2
C 6.27764 0.78804 -0.23443 0.2 0.4 -0.3
C -12.41141 7.21788 -3.61364 -0.1 0.1 0.2
C -2.78101 2.77337 2.08826 -0.2 1.3 -0.1
C 4.89477 2.94597 3.71914 -0.7 -0.1 -0.4
C 3.64677 3.26186 1.46543 -0.3 -0.6 -0.5
C 5.79359 1.93893 0.69771 -0.5 -0.2 0.4
C 4.10319 -3.50363 0.26134 -0.5 -2.3 1.5
C -7.44580 4.02864 -0.23332 0.1 -0.2 -0.1
C 2.04983 2.04335 -0.54537 0.7 0.0 0.1
C 5.96800 -1.76438 -0.71772 1.9 0.4 -1.0
C 5.52964 -3.19643 -0.28067 1.8 -0.5 0.0
C -7.11148 -1.65257 -3.51072 0.0 0.1 -0.3
C 1.41172 2.94594 0.36049 1.8 1.1 1.4
C -6.42360 5.67627 -1.53264 0.2 0.1 0.1
C 1.67837 3.90689 3.76597 -0.5 0.2 -0.4
C -7.91155 5.69534 -1.83758 0.1 -0.1 -0.1
H -6.56514 -3.19603 -2.11433 0.0 0.0 0.0
H -12.47047 7.96923 -2.82122 0.0 0.0 0.0
H 8.89439 -7.08393 0.53633 0.0 0.1 0.0
H 5.81142 0.93361 -1.22730 0.3 -0.3 0.5
H -1.63980 -0.16973 -2.29002 0.6 0.2 0.0
H -7.35880 0.44430 -2.94616 0.1 0.0 0.1
H 3.87648 1.00872 -1.16520 -0.6 0.5 0.5
H 6.91556 -6.85823 5.61003 0.0 0.0 0.0
H -5.65807 -3.29741 -3.62915 0.0 0.0 0.0
H -6.11834 6.57325 -0.98239 0.0 0.1 -0.1
H -2.32623 4.71932 1.05087 -0.4 -0.5 -0.3
H 0.61863 4.83744 2.15669 0.7 -0.1 0.0
H -5.81158 5.59576 -2.43229 0.1 -0.1 0.1
H -8.09706 -2.09391 -3.65846 0.0 0.0 0.0
H -8.29019 6.69253 -2.04943 0.0 -0.1 0.0
H -4.22034 1.30930 0.05250 0.6 0.2 -0.5
H -13.40441 6.79071 -3.75256 0.0 0.0 0.0
H 2.27798 5.52045 2.44611 -0.5 -0.6 -0.2
H 6.76088 -9.88521 0.74369 0.1 0.0 -0.1
H 6.33877 -8.48800 7.26275 0.1 0.0 0.0
H 5.94273 -9.17443 -0.66238 -0.1 0.0 0.1
H 6.17043 -6.36703 -0.61682 0.0 0.0 0.0
H -10.03594 8.71984 -4.02098 0.0 0.1 -0.1
H -1.91505 2.10170 1.92722 -0.5 0.4 0.3
H -7.63488 3.08478 -0.75712 -0.1 0.0 0.1
H -2.63992 3.37829 3.01262 0.0 -0.7 -0.4
H 6.61851 -7.85396 1.99685 0.0 0.0 0.0
H 7.37344 0.92114 -0.37670 -0.7 -0.4 0.1
H 1.41085 2.58167 5.61412 0.3 0.7 -0.5
H 0.00841 0.26400 -3.83410 0.2 -0.2 0.9
H 5.10131 -7.73385 1.09396 0.0 0.0 0.0
H -12.20913 8.83855 -5.08436 0.0 0.0 0.0
H -2.68006 0.43198 -0.22071 -0.4 0.5 0.0
H -8.55562 5.82150 0.21249 0.0 0.0 0.0
H 9.96463 -9.15181 5.60664 0.0 0.0 0.1
H -3.62057 1.01539 -1.63253 0.0 0.2 0.8
H -9.48840 4.64427 -0.72323 0.0 0.0 0.0
H 6.41978 2.84032 0.51328 -0.4 -0.6 0.0
H -3.72465 2.19792 2.20079 0.7 0.2 -0.1
H -1.53430 1.81798 -4.73337 -0.3 0.3 0.2
H 9.57763 -7.53274 6.22284 0.1 0.0 -0.1
H 8.46832 -6.75282 -1.15522 0.0 -0.1 0.0
H -9.73060 7.73995 -5.46942 0.1 -0.1 0.1
H -6.75142 -1.28922 -4.47716 0.0 0.0 0.0
H -4.00834 4.03053 0.76337 0.8 0.2 -0.2
H -12.04402 7.20187 -5.73353 0.0 0.0 0.0
H -11.55139 5.23189 -3.78690 -0.1 0.0 0.1
H 6.91489 -5.72674 0.84946 0.1 -0.1 0.0
H -4.57241 -2.06209 -1.43900 0.0 0.1 0.0
H -4.32429 -1.35906 -3.05155 0.0 -0.1 0.0
H -7.39247 3.82669 0.83845 0.1 0.0 0.0
H 5.52782 4.18035 2.07246 -0.7 -0.1 0.4
H 6.08959 -8.03210 4.57511 0.0 0.0 0.0
H 4.13350 4.83118 2.96041 0.3 -0.7 -0.1
H -8.12461 5.06029 -2.70052 0.0 0.1 0.0
H 5.96675 1.64426 1.76265 0.0 0.2 -0.8
H 6.54294 -9.83537 6.12518 -0.1 0.0 0.0
H 8.20638 -9.08025 3.98657 0.0 0.0 0.0
H 8.65730 -7.36901 3.98686 0.0 0.0 0.0
H -7.82264 -0.71657 -1.68525 -0.1 0.0 -0.1
H -11.30641 5.97687 -2.19364 0.1 0.0 0.0
```
Positions in Å, forces in eV/Å.

Calculated values
F_max	3.68	eV Å⁻¹
net charge	0
SMILES string	C#CCc1c(CC(=O)Cl)c(CCC(F)(F)C(F)(F)C(F)(F)C(F)(F)S(F)(F)(F)(F)F)cc2nc([PH2]=N)c(P(C)CC)nc12.C1CCOC1.C1CCOC1.C1CCOC1.C1CCOC1.C1CCOC1
highest occupied orbital energy	-7.453	eV
HOMO-LUMO gap	0.25099	hartree